Record 1
Entry from the Open Molecules 2025 dataset: 10 unconnected molecules or ions with the total composition C33H60O30 at a distorted geometry (the ωB97M-V functional and the def2-TZVPD basis).

Results
* highest occupied orbital energy: -9.7 eV
* maximum force: 9.32 eV/Å
* energy: -96606.552 eV
* energy above the lowest of the compared OMol25 structures with the same formula, charge and spin: 281.2 kcal/mol
* HOMO-LUMO gap: 9.87 eV
* LUMO level: 0.16 eV
* SMILES: C[C@H]1COC(=O)O1.C[C@H]1COC(=O)O1.C[C@H]1COC(=O)O1.COC(=O)OC.COC(=O)OC.COC(=O)OC.COC(=O)OC.COC(=O)OC.COC(=O)OC.COC(=O)OC

Atoms and positions in Å:
O: 11.0399 -5.6051 15.7178
O: 11.9595 -12.2266 12.0835
O: 8.9930 -7.5406 14.5918
O: 10.5298 -13.5314 10.6695
O: 14.9606 -7.3199 11.9824
O: 14.5407 -9.2897 13.5245
O: 12.7443 -12.4992 6.7472
O: 12.3308 -1.2565 9.2366
O: 9.4650 -3.9950 14.9403
O: 19.7475 -5.1384 8.7372
O: 18.2912 -3.9652 10.2076
O: 11.1220 -5.1690 8.9863
O: 18.7908 -6.3485 10.3774
O: 15.5102 -1.5723 15.1390
O: 14.8419 -7.1556 14.4350
O: 11.6048 -5.8224 11.1436
O: 14.2706 -2.1278 9.7542
O: 12.0930 -11.9301 4.7361
O: 10.1206 -11.2514 10.7975
O: 13.7260 -0.8695 16.4280
O: 9.5088 -9.4340 15.5408
O: 16.3426 -9.3449 9.0309
O: 11.1187 -8.5143 14.3357
O: 13.3407 -2.9301 8.0292
O: 14.2862 -3.2189 16.2628
O: 10.3500 -3.7894 17.2246
O: 14.2780 -8.6113 9.4918
O: 10.5626 -3.6821 10.8709
O: 15.7847 -7.0646 8.3607
O: 11.3389 -10.8642 6.6494
C: 10.8536 -12.3452 11.1875
C: 18.9308 -5.1352 9.7713
C: 11.0967 -4.9061 10.3564
C: 11.4711 -11.0053 8.0001
C: 10.1190 -11.7310 15.1042
C: 17.7027 -9.3123 8.6203
C: 11.7355 -9.6620 14.9004
C: 12.5976 -12.0805 8.1216
C: 13.2058 -7.6953 9.5764
C: 15.0797 -3.1896 9.4657
C: 20.0961 -3.9102 8.1688
C: 12.6653 -1.1511 17.3815
C: 8.7193 -2.8389 15.1452
C: 10.2348 -9.9679 11.4201
C: 14.5031 -3.7754 8.1691
C: 17.9181 -6.4380 11.4249
C: 14.9408 -5.7347 14.3928
C: 10.3026 -4.3560 8.1436
C: 11.3817 -14.6182 11.0198
C: 9.8364 -8.4377 14.8506
C: 13.9129 -11.5561 8.6261
C: 15.1051 -4.2070 10.6128
C: 14.6825 -10.2657 12.5468
C: 11.7532 -5.5853 12.5504
C: 12.0027 -6.0150 16.6420
C: 10.5809 -10.3395 15.6920
C: 14.8226 -7.9426 13.2713
C: 12.0607 -11.7567 5.9389
C: 15.5055 -8.3434 8.9383
C: 14.4838 -1.8585 15.9538
C: 13.2393 -2.0493 9.0278
C: 16.3551 -2.5933 14.6421
C: 10.1931 -4.4533 15.9906
H: 13.0186 -5.5805 16.4336
H: 11.8641 -1.6512 16.9180
H: 13.5102 -6.6606 9.8247
H: 15.8309 -3.8985 11.4427
H: 12.5515 -9.4348 15.5786
H: 11.2839 -14.8412 12.1019
H: 19.4361 -3.7183 7.2715
H: 11.2343 -9.6591 11.4701
H: 16.1193 -3.0288 9.1782
H: 15.3284 -5.4204 15.3481
H: 18.2183 -10.1519 9.0421
H: 9.2936 -4.1874 8.4481
H: 12.5044 -8.0195 10.3034
H: 19.9926 -2.9695 8.7869
H: 10.9518 -12.4323 14.8983
H: 14.3391 -4.8649 8.2231
H: 14.5276 -11.3285 12.7716
H: 9.5562 -12.1456 15.9074
H: 18.2293 -7.2365 12.0745
H: 21.0952 -4.0035 7.8453
H: 9.8195 -9.9913 12.4925
H: 17.0029 -6.6797 10.9800
H: 14.2688 -10.7091 8.0237
H: 10.2468 -4.8710 7.1814
H: 12.1808 -10.3615 14.1579
H: 14.6394 -12.3382 8.6049
H: 11.7218 -5.6649 17.6847
H: 15.7382 -5.5189 13.5836
H: 11.8360 -10.0913 8.5044
H: 17.7511 -5.4840 11.9682
H: 16.9543 -3.2062 15.3186
H: 12.2492 -13.0457 8.6364
H: 9.4437 -2.0606 15.1723
H: 10.8526 -5.2402 13.0062
H: 12.4248 -14.4705 10.8588
H: 17.8699 -9.4721 7.5753
H: 13.9575 -10.0906 11.7472
H: 12.0228 -6.4968 13.0302
H: 15.4583 -5.2091 10.2943
H: 13.9657 -5.3359 14.0593
H: 13.1200 -1.6834 18.1756
H: 11.1727 -15.4773 10.4366
H: 10.6924 -3.3621 8.0760
H: 12.3133 -0.2008 17.6892
H: 8.0783 -2.6494 14.3334
H: 14.1810 -4.4407 11.1652
H: 15.8370 -3.1340 13.8876
H: 13.8105 -11.1813 9.7004
H: 15.6145 -10.1751 12.0647
H: 9.7869 -9.2064 10.7747
H: 15.2347 -3.6795 7.3424
H: 10.8644 -10.4267 16.7185
H: 9.5862 -11.6085 14.1374
H: 12.7411 -7.5721 8.5996
H: 10.4925 -11.3439 8.3359
H: 8.1355 -2.8000 16.0621
H: 12.1246 -7.0961 16.6287
H: 17.0283 -2.0068 14.0808
H: 18.1779 -8.3510 8.8528
H: 12.5238 -4.7764 12.7903

Record 2
Entry from the Open Molecules 2025 dataset: a molecular structure, C13H6F9N2O6PdS3 (the ωB97M-V functional and the def2-TZVPD basis).

Results
* charge: +1
* highest occupied orbital energy: -13.0 eV
* maximum force: 0.53 eV/Å
* energy: -89275.943 eV
* energy above the lowest of the compared OMol25 structures with the same formula, charge and spin: 18.9 kcal/mol
* HOMO-LUMO gap: 6.22 eV
* LUMO level: -6.76 eV

Atoms and positions in Å:
Pd: -0.7243 -0.2929 -0.1951
S: -2.3029 -0.6190 3.8679
S: 1.0349 -2.9215 -0.7954
S: 0.8069 -0.8944 -2.5525
F: -2.5595 3.6618 -2.5143
F: 1.1175 0.5593 -4.6430
F: 3.5470 -3.2754 -1.4094
F: 3.0088 -3.9023 0.5923
F: -2.6848 4.2007 -0.4190
F: 3.2288 -1.7986 0.1383
F: 2.6587 -0.9338 -4.3381
F: 0.7179 -1.5230 -5.0967
F: -3.9664 2.6515 -1.2205
O: -2.0896 1.0566 -0.4250
O: -0.4813 2.4392 -1.1554
O: 0.5234 -1.8783 0.1667
O: 0.5119 -4.2228 -0.6151
O: -0.6109 -0.4959 -2.4552
O: 1.6888 -0.0574 -1.7812
N: 0.2611 0.7614 1.1433
N: 0.9590 -2.4309 -2.2821
C: -0.1907 0.7633 2.4267
C: 1.5357 2.3022 2.9921
C: 0.4393 1.5437 3.3725
C: -1.6844 -0.7988 1.4542
C: -2.7644 -1.6880 1.5463
C: 1.9872 2.2582 1.6827
C: 2.8475 -2.9774 -0.3318
C: -3.1876 -1.6751 2.8482
C: -1.3037 -0.1376 2.5727
C: -2.7555 3.1914 -1.2914
C: 1.3645 -0.6918 -4.3067
C: 1.3240 1.4758 0.7583
C: -1.6345 2.1753 -0.9480
H: -3.1926 -2.2904 0.7605
H: 2.8419 2.8310 1.3556
H: 1.6143 1.4181 -0.2770
H: 2.0392 2.9248 3.7194
H: 0.0749 1.5408 4.3900
H: -3.9995 -2.2502 3.2649

Record 3
Entry from the Open Molecules 2025 dataset: a single CH2NP3 molecule at a distorted geometry (the ωB97M-V functional and the def2-TZVPD basis).

Results
* highest occupied orbital energy: -8.7 eV
* maximum force: 3.93 eV/Å
* energy: -30421.782 eV
* energy above the lowest of the compared OMol25 structures with the same formula, charge and spin: 61.4 kcal/mol
* HOMO-LUMO gap: 8.34 eV
* LUMO level: -0.40 eV
* SMILES: C#P=P[PH]#N

Atoms and positions in Å:
P: 1.5998 -1.0510 -0.0028
P: -0.3874 1.1990 0.0113
P: 1.6834 1.1009 -0.0090
N: -1.3995 0.0385 0.0026
C: -0.0058 -1.4246 0.0094
H: -0.9351 2.4764 -0.0328
H: -0.5554 -2.3392 0.0213

Record 4
Entry from the Open Molecules 2025 dataset: a single C9H19N2O3P molecule at a distorted geometry (the ωB97M-V functional and the def2-TZVPD basis).

Results
* highest occupied orbital energy: -8.8 eV
* maximum force: 4.72 eV/Å
* energy: -28051.225 eV
* energy above the lowest of the compared OMol25 structures with the same formula, charge and spin: 50.3 kcal/mol
* HOMO-LUMO gap: 9.60 eV
* LUMO level: 0.81 eV
* SMILES: CCOP(=O)(OCC)[C@@]1(C)N=NC[C@H]1C

Atoms and positions in Å:
P: 0.6031 -0.3594 0.1291
O: 1.5827 -0.1527 1.2093
O: 1.1209 0.0755 -1.3368
O: 0.1001 -1.8620 0.1222
N: -1.3420 0.9536 2.5322
N: -1.4417 0.2159 1.5679
C: -0.9275 0.7318 0.2894
C: -1.7110 -2.5617 1.6891
C: -0.1659 -2.5941 1.2957
C: -0.6981 2.2846 0.5972
C: -1.8536 0.3655 -0.8072
C: 2.0499 -1.1907 -3.1933
C: -0.7743 2.1712 2.2539
C: 0.6761 2.7819 -0.0242
C: 2.3172 -0.2866 -2.0520
H: 3.0543 -0.7406 -1.4342
H: -1.4077 2.9373 2.5770
H: 0.4097 -2.1930 2.0377
H: -2.0118 -1.4197 1.6780
H: 0.1987 2.1853 2.8563
H: 1.6449 -2.1865 -2.7627
H: -2.8331 0.6845 -0.5670
H: -2.3704 -2.9937 1.0091
H: 1.3213 3.2698 0.7264
H: -1.8150 -0.7693 -1.0225
H: 2.7236 0.5986 -2.4779
H: 1.1579 1.9354 -0.5294
H: 0.4250 3.4868 -0.6998
H: 0.1521 -3.6474 0.9872
H: -1.4262 0.7720 -1.7883
H: 3.0344 -1.3742 -3.8508
H: 1.3581 -0.8102 -3.8250
H: -1.5088 2.8193 0.1878
H: -1.6428 -3.1273 2.6256

- Among the records above, which one has the highest maximum force?
  C33H60O30

- HOMO-LUMO gap of number 2 (C13H6F9N2O6PdS3)?
  6.22 eV

- The highest maximum force belongs to which entry?
  C33H60O30